No. 1
The following is a DFT calculation (ωB97M-V with the def2-TZVPD basis set) of C15H31BF4P2Re as an isolated structure at a distorted geometry.

XYZ file:
```
54
C15H31BF4P2Re ωB97M-V with the def2-TZVPD basis set
P 1.2353 1.8272 -2.9951
P 0.7558 0.0339 -0.9681
C 2.7619 1.5935 -2.0244
C 2.4500 0.5736 -0.9059
H 3.1345 2.5375 -1.6056
H 3.5327 1.1977 -2.7069
H 3.1992 -0.2342 -0.9475
H 2.4286 0.9762 0.1192
C 2.5895 -1.0116 3.1436
H 2.3858 -1.4932 4.1131
H 3.6175 -0.6263 3.1690
H 2.5640 -1.8027 2.3763
C 1.3155 -1.7866 -0.9703
H 2.3042 -1.9894 -1.4581
H 0.6430 -2.5947 -1.2798
H 1.4660 -1.9758 0.1163
C 0.9475 3.5255 -3.4253
H -0.0313 3.8815 -3.0379
H 0.9419 3.5727 -4.5124
H 1.7513 4.1609 -3.0420
C 1.5852 0.8774 -4.4230
H 1.5327 -0.2109 -4.2693
H 2.5987 1.0940 -4.7934
H 0.8890 1.1209 -5.2410
Re -0.2962 1.8260 -1.5806
C -2.7862 -1.7561 3.1390
C -1.7242 -1.4591 3.8996
C -0.2673 -1.4438 3.5587
C 0.1918 -0.0279 3.1705
C 1.6216 0.0253 2.8261
C -1.5796 -2.8359 -0.3003
C -1.4608 -2.0931 0.9631
C -2.8450 -1.9562 1.6444
C -1.4179 0.6923 -2.9086
H -3.7836 -1.8418 3.5882
H -1.9214 -1.1713 4.9276
H 0.0002 -2.1300 2.7580
H 0.3152 -1.7956 4.4170
H -0.3721 0.3690 2.3016
H -0.0463 0.6568 4.0187
H 1.9852 0.9395 2.3365
H -2.2347 -2.2378 -0.9431
H -0.9152 -1.1177 1.1315
H -0.8338 -2.8319 1.4436
H -3.3442 -1.1127 1.1526
H -3.3978 -2.8601 1.3881
H -2.0350 0.0027 -2.2929
H -0.9404 0.0849 -3.7130
H -2.1406 1.3788 -3.3589
F -1.5343 1.8189 -0.1261
B -3.6137 1.9090 0.5077
F -4.0201 0.9096 -0.3247
F -3.4620 1.6164 1.8268
F -3.7403 3.1950 0.1176
```

Properties
Max |F|, hartree/bohr: 0.1282
Orbital gap (spin up / spin down), eV: 4.91 / 4.97
Energy above the lowest of the compared OMol25 structures with the same formula, charge and spin, eV: 4.412
⟨S²⟩: 3.798
Lowest unoccupied orbital energy (spin up / spin down), eV: -9.0 / -9.0
Total charge: +2
HOMO level (spin up / spin down), Ha: -0.5117 / -0.5135
Spin multiplicity: 4

---

No. 2
The following is a DFT calculation (ωB97M-V with the def2-TZVPD basis set) of C15H31Br5N3OV as an isolated structure at a distorted geometry.

XYZ file:
```
56
C15H31Br5N3OV ωB97M-V with the def2-TZVPD basis set
O 0.4824 1.9838 1.2216
V 0.3514 2.4838 2.6872
C -1.8593 1.7697 -1.2183
C -3.3674 1.5816 -1.2753
N -3.7530 0.4569 -0.4293
C -3.8074 0.5165 0.9391
C -3.9271 -0.7242 1.4313
N -3.9356 -1.5793 0.3376
C -3.8364 -0.8276 -0.7521
C -3.9478 -3.0168 0.3411
H -1.5260 2.2566 -0.2948
H -1.5335 2.4151 -2.0320
H -1.3515 0.8017 -1.2019
H -3.7277 1.3816 -2.2865
H -3.8871 2.4861 -0.9626
H -3.6663 1.4756 1.4372
H -4.0457 -1.1228 2.4211
H -3.7449 -1.1732 -1.7683
H -4.9302 -3.4867 0.3165
H -3.4098 -3.4420 1.1872
H -3.3883 -3.3823 -0.5217
C 1.4190 3.4072 -1.3206
C 2.4386 2.3930 -0.8306
C 1.9637 0.9463 -0.9636
C 2.9356 0.0469 -0.2366
N 2.5675 -1.4112 -0.0390
C 2.4656 -2.1788 -1.3228
C 1.3934 -3.2314 -1.0913
C 0.3601 -2.4992 -0.2404
C 1.2436 -1.6085 0.6415
C 3.6713 -2.0364 0.7783
H 0.5202 3.4582 -0.7074
H 1.0221 3.1036 -2.3029
H 1.8418 4.4055 -1.3931
H 2.7595 2.6107 0.1918
H 3.3420 2.5917 -1.4263
H 1.7704 0.6536 -2.0051
H 0.9521 0.9219 -0.5445
H 3.1597 0.4489 0.7592
H 3.8686 0.0584 -0.8104
H 3.3606 -2.6594 -1.7154
H 2.1305 -1.4822 -2.0901
H 1.6151 -4.2063 -0.6543
H 1.0097 -3.5090 -2.0794
H -0.2095 -3.1820 0.3855
H -0.3281 -1.9050 -0.8472
H 1.2211 -2.1079 1.6111
H 0.8637 -0.6185 0.8987
H 3.3754 -3.0216 1.1137
H 3.8508 -1.3411 1.6021
H 4.5753 -1.9559 0.1782
Br -2.2268 3.5409 1.8159
Br -0.8863 0.1184 3.3181
Br 0.1867 3.4510 5.1648
Br 1.6802 4.7848 1.5984
Br 2.8977 1.1592 2.9870
```

Properties
Max |F|, hartree/bohr: 0.0356
Orbital gap (spin up / spin down), eV: 5.27 / 5.28
⟨S²⟩: 0.779
Lowest unoccupied orbital energy (spin up / spin down), eV: 1.3 / 1.3
Total charge: -1
HOMO level (spin up / spin down), Ha: -0.1473 / -0.1476
Spin multiplicity: 2